# 1
{"formula": "C30H55N2O2P2Re", "method": "ωB97M-V/def2-TZVPD", "species": ["C", "C", "C", "C", "C", "H", "H", "H", "N", "P", "P", "C", "H", "H", "C", "O", "C", "H", "C", "C", "C", "C", "C", "H", "H", "H", "C", "H", "H", "H", "C", "H", "H", "H", "C", "H", "H", "H", "C", "H", "H", "H", "C", "H", "H", "H", "C", "H", "H", "H", "C", "H", "H", "H", "C", "H", "H", "H", "C", "H", "H", "H", "C", "H", "H", "H", "C", "H", "H", "H", "Re", "N", "C", "C", "C", "C", "C", "H", "H", "H", "H", "H", "H", "H", "H", "H", "C", "O", "H", "H", "H", "H"], "positions_angstrom": [[2.404, -1.218, -0.729], [1.855, 0.865, -1.694], [3.391, -1.387, -1.706], [2.604, 0.559, -2.859], [3.459, -0.545, -2.828], [4.000, -2.281, -1.564], [2.583, 1.244, -3.704], [4.189, -0.782, -3.618], [1.670, -0.118, -0.742], [0.357, -2.259, 1.020], [0.253, 2.344, 0.083], [2.094, -2.257, 0.364], [2.333, -3.236, -0.079], [2.805, -2.072, 1.192], [-1.449, -0.162, 1.955], [-2.099, -0.242, 2.944], [1.309, 2.162, -1.474], [0.963, 2.684, -2.407], [-1.550, 3.235, 0.076], [1.632, 3.625, 0.542], [-0.509, -3.524, -0.154], [0.618, -3.216, 2.683], [-2.677, 2.360, 0.645], [-2.553, 2.119, 1.705], [-3.627, 2.908, 0.550], [-2.799, 1.434, 0.080], [-1.535, 4.512, 0.912], [-1.315, 4.309, 1.967], [-0.844, 5.268, 0.529], [-2.541, 4.960, 0.883], [-1.911, 3.524, -1.375], [-2.930, 3.947, -1.443], [-1.213, 4.220, -1.860], [-1.929, 2.572, -1.915], [1.407, 4.186, 1.948], [0.967, 3.452, 2.640], [2.392, 4.470, 2.341], [0.802, 5.100, 1.951], [2.982, 2.873, 0.545], [2.917, 1.988, 1.192], [3.305, 2.560, -0.454], [3.758, 3.538, 0.953], [1.607, 4.742, -0.533], [1.239, 4.432, -1.520], [1.009, 5.610, -0.224], [2.642, 5.079, -0.678], [-0.769, -3.584, 3.230], [-0.641, -4.014, 4.235], [-1.408, -2.694, 3.324], [-1.286, -4.337, 2.624], [1.299, -2.292, 3.698], [2.306, -1.995, 3.376], [0.694, -1.404, 3.915], [1.419, -2.845, 4.644], [1.511, -4.471, 2.596], [2.442, -4.291, 2.043], [1.794, -4.757, 3.622], [1.005, -5.344, 2.174], [-0.067, -3.197, -1.587], [0.977, -3.489, -1.782], [-0.707, -3.748, -2.294], [-0.182, -2.130, -1.800], [-2.027, -3.355, 0.022], [-2.361, -2.354, -0.275], [-2.514, -4.087, -0.644], [-2.346, -3.532, 1.059], [-0.185, -5.006, 0.093], [0.892, -5.231, 0.065], [-0.630, -5.386, 1.022], [-0.654, -5.575, -0.728], [-0.202, 0.029, 0.526], [-1.553, -0.279, -0.796], [-2.354, -0.732, -1.639], [-2.464, -0.145, -3.130], [-1.577, 1.022, -3.710], [-1.947, -1.333, -3.929], [-3.913, 0.309, -3.257], [-1.764, 2.068, -3.409], [-0.477, 0.871, -3.714], [-1.867, 1.055, -4.775], [-2.239, -2.304, -3.506], [-2.230, -1.272, -4.986], [-0.844, -1.292, -3.897], [-4.126, 0.806, -4.224], [-4.590, -0.549, -3.165], [-4.188, 1.032, -2.460], [0.719, 1.240, 3.784], [1.161, 0.599, 2.552], [-0.255, 1.697, 3.586], [1.438, 2.013, 4.084], [0.613, 0.498, 4.586], [2.037, 0.202, 2.708]], "total_energy_ev": -59755.4638, "charge": 3, "multiplicity": 4, "max_force_ev_per_a": 7.51, "orbital_gap_ev": [6.713, 5.971], "e_homo_ev": [-16.88, -18.11], "s2": 3.86, "molar_mass_g_mol": 723.9}

---

# 2
{"formula": "C10H18NO2", "method": "ωB97M-V/def2-TZVPD", "species": ["C", "C", "C", "C", "C", "C", "C", "C", "C", "C", "N", "O", "O", "H", "H", "H", "H", "H", "H", "H", "H", "H", "H", "H", "H", "H", "H", "H", "H", "H", "H"], "positions_angstrom": [[-2.818, -1.113, -0.195], [-2.588, -0.349, 0.907], [-0.580, 1.046, -1.528], [-0.278, 0.487, -0.334], [-1.761, 0.819, 1.076], [0.259, -2.379, -0.643], [1.271, 2.216, 0.997], [1.979, -0.014, -1.043], [0.727, -1.508, 0.547], [1.523, 0.699, 1.218], [1.016, -0.075, 0.065], [-1.730, 1.711, -1.664], [-1.649, 1.814, 1.668], [-3.499, -1.890, -0.375], [-2.398, -0.966, -1.166], [-3.160, -0.569, 1.864], [0.058, 1.175, -2.412], [-0.742, -2.128, -1.087], [0.902, -2.162, -1.541], [0.191, -3.423, -0.342], [0.941, 2.837, 1.834], [2.086, 2.672, 0.577], [0.453, 2.368, 0.303], [1.636, -0.756, -1.828], [2.100, 0.972, -1.335], [3.010, -0.514, -0.699], [1.715, -2.033, 0.982], [0.110, -1.521, 1.529], [0.938, 0.311, 2.063], [2.502, 0.540, 1.392], [-2.213, 1.737, -0.830]], "total_energy_ev": -16235.0770, "charge": 1, "max_force_ev_per_a": 5.25, "orbital_gap_ev": 8.441, "e_homo_ev": -12.68, "molar_mass_g_mol": 184.3}

---

# 3
{"formula": "H10Si4", "method": "ωB97M-V/def2-TZVPD", "species": ["Si", "Si", "Si", "Si", "H", "H", "H", "H", "H", "H", "H", "H", "H", "H"], "positions_angstrom": [[1.549, -1.329, -0.405], [0.765, 2.188, 1.014], [-2.139, -1.491, -0.720], [1.932, 0.276, 1.226], [2.773, -2.152, -0.351], [0.604, -2.252, 0.415], [0.971, -1.260, -1.751], [1.288, 3.533, 0.471], [0.546, 2.619, 2.393], [-0.523, 1.921, 0.181], [-3.476, -0.972, -1.082], [-1.712, -2.210, -1.980], [-1.971, -1.814, 0.642], [-1.343, -0.334, -0.562]], "total_energy_ev": -31667.2628, "max_force_ev_per_a": 2.91, "orbital_gap_ev": 6.380, "e_homo_ev": -8.16, "molar_mass_g_mol": 122.4}

---

# 4
{"formula": "C28H24BrN3RuTe", "method": "ωB97M-V/def2-TZVPD", "species": ["Ru", "Br", "C", "C", "C", "C", "C", "C", "N", "C", "C", "C", "C", "C", "C", "N", "H", "H", "H", "H", "H", "H", "H", "H", "H", "N", "C", "C", "C", "C", "C", "C", "C", "H", "H", "H", "H", "C", "C", "C", "C", "C", "C", "Te", "C", "C", "C", "H", "H", "H", "H", "H", "H", "H", "H", "H", "H", "H"], "positions_angstrom": [[0.622, -0.147, 0.527], [5.812, -1.147, -4.873], [4.804, -1.034, -3.299], [3.426, -1.205, -3.346], [2.681, -1.110, -2.186], [3.313, -0.869, -0.971], [4.693, -0.666, -0.931], [5.437, -0.753, -2.093], [2.552, -0.794, 0.242], [3.117, -1.146, 1.342], [2.399, -0.972, 2.597], [2.957, -1.177, 3.840], [2.165, -0.962, 4.967], [0.850, -0.564, 4.808], [0.354, -0.378, 3.528], [1.114, -0.576, 2.447], [2.940, -1.405, -4.290], [1.611, -1.223, -2.237], [5.197, -0.395, -0.013], [6.505, -0.586, -2.067], [4.112, -1.575, 1.352], [3.986, -1.496, 3.930], [2.578, -1.108, 5.956], [0.206, -0.394, 5.659], [-0.669, -0.076, 3.352], [1.402, 6.896, -0.995], [1.272, 5.768, -0.826], [1.115, 4.359, -0.615], [2.068, 3.476, -1.131], [1.935, 2.119, -0.917], [0.839, 1.640, -0.189], [-0.123, 2.531, 0.308], [0.014, 3.889, 0.105], [2.907, 3.866, -1.693], [2.672, 1.444, -1.328], [-0.986, 2.169, 0.853], [-0.716, 4.588, 0.490], [-6.932, -0.557, -0.321], [-5.459, -0.781, -0.459], [-4.918, -1.395, -1.587], [-3.567, -1.602, -1.742], [-3.063, -2.282, -2.988], [-2.723, -1.169, -0.713], [-0.688, -1.586, -1.009], [-3.226, -0.562, 0.439], [-2.361, -0.120, 1.588], [-4.582, -0.380, 0.545], [-7.473, -0.978, -1.165], [-7.156, 0.510, -0.272], [-7.308, -1.020, 0.592], [-5.567, -1.734, -2.385], [-3.875, -2.497, -3.676], [-2.568, -3.229, -2.752], [-2.328, -1.665, -3.515], [-1.296, -0.369, 1.401], [-2.659, -0.615, 2.513], [-2.450, 0.953, 1.758], [-4.961, 0.089, 1.446]], "total_energy_ev": -113796.5814, "charge": 2, "max_force_ev_per_a": 0.72, "orbital_gap_ev": 5.437, "e_homo_ev": -13.93, "molar_mass_g_mol": 711.1}

---

# 5
{"formula": "C16H8N5O7RuS", "method": "ωB97M-V/def2-TZVPD", "species": ["Ru", "O", "C", "C", "C", "C", "C", "C", "C", "O", "N", "O", "O", "H", "H", "H", "H", "O", "S", "O", "N", "C", "O", "C", "C", "C", "C", "C", "C", "H", "H", "H", "H", "N", "C", "N", "C", "N"], "positions_angstrom": [[0.677, 0.064, 2.262], [-1.361, -1.477, 2.087], [-0.937, -1.864, 1.035], [1.321, -1.582, -0.187], [0.882, -1.696, -1.617], [2.063, -1.573, -2.518], [3.307, -1.205, -2.064], [3.568, -0.866, -0.745], [2.499, -0.892, 0.205], [2.566, -0.318, 1.340], [1.857, -1.961, -3.882], [0.720, -2.276, -4.180], [2.816, -1.952, -4.615], [-1.270, -2.622, 0.334], [0.348, -2.627, -1.883], [4.098, -1.166, -2.801], [4.523, -0.464, -0.450], [-2.292, -1.601, -2.569], [-1.630, -0.351, -2.689], [-1.305, 0.251, -3.917], [-0.127, -0.601, -1.696], [-0.449, -0.218, -0.453], [0.199, -0.991, 0.538], [-1.543, 0.648, -0.256], [-1.895, 1.364, 0.898], [-3.004, 2.185, 0.831], [-3.741, 2.299, -0.348], [-3.380, 1.602, -1.503], [-2.277, 0.792, -1.448], [-1.285, 1.298, 1.822], [-3.298, 2.760, 1.696], [-4.603, 2.946, -0.372], [-3.947, 1.696, -2.415], [1.896, 3.359, 7.848], [1.598, 2.672, 6.972], [1.216, 1.912, 6.024], [1.183, 1.474, 4.894], [1.006, 0.980, 3.823]], "total_energy_ev": -51900.5908, "charge": 1, "multiplicity": 5, "max_force_ev_per_a": 3.02, "orbital_gap_ev": [6.592, 5.830], "e_homo_ev": [-11.77, -12.05], "s2": 6.06, "molar_mass_g_mol": 515.4}

---

# 6
{"formula": "C4H8HgLiO3", "method": "ωB97M-V/def2-TZVPD", "species": ["C", "C", "C", "C", "O", "O", "Li", "Hg", "H", "H", "H", "H", "H", "H", "O", "H", "H"], "positions_angstrom": [[-1.995, 0.613, -0.320], [-1.669, -0.256, 0.955], [-0.193, -0.628, 0.967], [0.211, -1.571, -0.116], [1.370, -1.871, -0.344], [-3.287, 0.978, -0.218], [-4.979, 0.343, -0.766], [3.540, -0.988, 0.497], [-1.799, -0.001, -1.217], [-1.329, 1.494, -0.267], [-2.308, -1.149, 0.943], [-1.911, 0.336, 1.844], [0.010, -1.161, 1.913], [-0.602, -2.017, -0.724], [3.201, 0.791, 1.516], [3.788, 1.305, 2.070], [0.517, 0.266, 1.004]], "total_energy_ev": -14789.7014, "charge": 1, "multiplicity": 3, "max_force_ev_per_a": 1.92, "orbital_gap_ev": [5.020, 4.261], "e_homo_ev": [-9.86, -11.71], "s2": 2.01, "molar_mass_g_mol": 311.6}

---

# 7
{"formula": "C19H43CrF3N4O10P", "method": "ωB97M-V/def2-TZVPD", "species": ["Cr", "C", "O", "O", "C", "F", "F", "F", "C", "C", "H", "H", "H", "H", "H", "H", "C", "C", "O", "N", "C", "H", "H", "H", "H", "H", "H", "H", "C", "C", "O", "N", "C", "H", "H", "H", "H", "H", "H", "H", "C", "C", "O", "N", "C", "H", "H", "H", "H", "H", "H", "H", "C", "C", "O", "N", "C", "H", "H", "H", "H", "H", "H", "H", "C", "O", "P", "O", "O", "C", "O", "C", "H", "H", "H", "H", "H", "H", "H", "H", "H"], "positions_angstrom": [[5.221, 25.068, -3.192], [8.280, 23.902, -3.605], [7.433, 23.094, -4.422], [7.303, 24.787, -3.045], [9.173, 22.937, -2.670], [8.455, 22.128, -1.948], [9.994, 22.182, -3.383], [9.903, 23.597, -1.734], [7.994, 22.162, -5.373], [6.783, 21.766, -6.252], [5.910, 21.293, -5.803], [6.494, 22.686, -6.761], [7.181, 21.141, -7.051], [8.417, 21.257, -4.937], [8.837, 22.481, -5.987], [9.014, 24.432, -4.211], [7.201, 28.451, -3.853], [5.740, 28.264, -3.517], [5.205, 27.157, -3.716], [5.110, 29.368, -3.116], [3.764, 29.391, -2.550], [7.759, 27.515, -3.902], [7.795, 29.101, -3.211], [7.336, 28.781, -4.883], [5.487, 30.226, -3.492], [3.648, 28.665, -1.745], [3.035, 29.275, -3.352], [3.558, 30.418, -2.246], [4.485, 25.117, -7.692], [4.183, 24.330, -6.406], [4.820, 24.623, -5.369], [3.168, 23.444, -6.447], [2.898, 22.483, -5.416], [4.093, 24.665, -8.603], [5.551, 25.312, -7.810], [3.967, 26.061, -7.527], [2.677, 23.436, -7.330], [2.317, 21.647, -5.806], [2.320, 22.943, -4.613], [3.847, 22.125, -5.018], [1.525, 26.599, -4.680], [1.889, 25.781, -3.467], [3.046, 25.401, -3.277], [0.876, 25.497, -2.633], [0.923, 24.533, -1.601], [0.490, 26.941, -4.678], [1.702, 25.977, -5.557], [2.267, 27.386, -4.810], [-0.066, 25.787, -2.854], [0.099, 23.832, -1.730], [0.654, 24.949, -0.630], [1.871, 23.998, -1.548], [3.573, 27.092, 0.213], [4.957, 26.660, -0.366], [5.045, 25.742, -1.188], [6.070, 27.284, 0.075], [7.426, 26.869, -0.399], [3.280, 26.269, 0.865], [2.891, 27.022, -0.634], [3.573, 28.054, 0.727], [6.023, 28.083, 0.692], [7.814, 27.429, -1.250], [7.425, 25.811, -0.661], [8.125, 26.943, 0.433], [5.288, 20.271, -3.027], [4.491, 20.701, -1.893], [4.609, 22.164, -1.344], [4.780, 23.163, -2.423], [3.354, 22.336, -0.316], [2.724, 21.305, 0.398], [5.906, 22.062, -0.359], [6.262, 23.010, 0.681], [6.089, 20.941, -3.338], [4.635, 20.262, -3.899], [5.828, 19.346, -2.825], [3.298, 20.400, 0.198], [1.704, 21.081, 0.085], [2.680, 21.506, 1.468], [7.245, 23.405, 0.425], [6.520, 22.473, 1.594], [5.501, 23.758, 0.902]], "total_energy_ev": -92688.7585, "charge": 2, "multiplicity": 6, "max_force_ev_per_a": 4.35, "orbital_gap_ev": [9.094, 5.899], "e_homo_ev": [-13.10, -14.83], "s2": 8.76, "molar_mass_g_mol": 627.5}

---

# 8
{"formula": "C37H45GeI2N6V", "method": "ωB97M-V/def2-TZVPD", "species": ["V", "C", "N", "C", "C", "N", "C", "C", "C", "C", "C", "C", "C", "C", "C", "N", "C", "N", "C", "C", "N", "C", "C", "C", "N", "C", "C", "H", "H", "H", "H", "H", "H", "H", "H", "H", "H", "H", "H", "H", "H", "H", "H", "H", "H", "H", "H", "H", "H", "H", "H", "H", "H", "H", "H", "H", "H", "C", "Ge", "C", "C", "C", "C", "C", "C", "C", "C", "C", "C", "C", "C", "C", "C", "C", "C", "H", "H", "H", "H", "H", "H", "H", "H", "H", "H", "H", "H", "H", "H", "H", "I", "I"], "positions_angstrom": [[-0.068, 1.281, 0.102], [4.780, 0.691, -2.287], [3.798, 0.847, -1.210], [4.347, 0.667, 0.125], [2.474, 0.820, -1.432], [1.596, 0.312, -0.544], [1.904, -0.940, 0.047], [2.591, -1.861, -0.713], [2.840, -3.169, -0.271], [2.337, -3.575, 0.929], [1.611, -2.675, 1.748], [1.100, -3.150, 2.981], [0.400, -2.325, 3.808], [0.216, -0.982, 3.441], [0.727, -0.461, 2.276], [0.502, 0.917, 2.013], [0.596, 1.820, 2.994], [-0.284, 2.853, 2.964], [-1.569, 2.677, 2.312], [0.041, 4.203, 3.416], [1.501, 1.769, 3.981], [2.729, 0.994, 3.869], [1.221, 2.258, 5.333], [1.411, -1.317, 1.345], [1.986, 1.348, -2.571], [2.629, 2.438, -3.302], [0.663, 0.979, -3.049], [5.434, -0.145, -2.035], [5.394, 1.584, -2.403], [4.287, 0.465, -3.227], [5.262, 1.254, 0.199], [4.585, -0.381, 0.325], [3.636, 1.025, 0.863], [2.921, -1.574, -1.706], [3.406, -3.848, -0.896], [2.491, -4.587, 1.282], [1.279, -4.183, 3.250], [-0.005, -2.687, 4.743], [-0.334, -0.323, 4.105], [-1.549, 2.949, 1.241], [-2.297, 3.340, 2.778], [-1.917, 1.650, 2.422], [1.108, 4.285, 3.601], [-0.500, 4.472, 4.324], [-0.230, 4.916, 2.635], [2.956, 0.796, 2.826], [2.647, 0.044, 4.400], [3.542, 1.572, 4.309], [0.176, 2.533, 5.433], [1.849, 3.111, 5.588], [1.432, 1.452, 6.037], [3.416, 2.882, -2.699], [1.882, 3.202, -3.517], [3.051, 2.097, -4.248], [0.382, -0.008, -2.685], [0.673, 0.964, -4.139], [-0.093, 1.714, -2.736], [-2.825, -1.499, 1.461], [-1.851, -0.677, -0.026], [-3.758, -0.133, -1.794], [-4.293, 0.467, -0.651], [-4.097, 1.831, -0.409], [-3.374, 2.593, -1.304], [-2.826, 1.996, -2.446], [-3.007, 0.651, -2.685], [-1.743, -2.168, -1.334], [-0.633, -3.012, -1.375], [-0.547, -4.068, -2.290], [-1.558, -4.277, -3.193], [-2.697, -3.441, -3.177], [-3.717, -3.595, -4.130], [-4.833, -2.737, -4.193], [-4.986, -1.757, -3.270], [-4.043, -1.587, -2.130], [-2.787, -2.403, -2.218], [-3.634, -2.155, 1.140], [-3.209, -0.758, 2.162], [-2.083, -2.111, 1.986], [-4.913, -0.114, 0.022], [-4.554, 2.290, 0.458], [-3.265, 3.658, -1.144], [-2.297, 2.605, -3.170], [-2.601, 0.194, -3.582], [0.190, -2.865, -0.686], [0.323, -4.710, -2.285], [-1.498, -5.077, -3.920], [-3.627, -4.394, -4.859], [-5.566, -2.874, -4.976], [-5.851, -1.102, -3.299], [-4.609, -2.006, -1.275], [0.714, 4.053, -0.495], [3.096, 4.193, 0.710]], "total_energy_ev": -146421.9392, "charge": 3, "multiplicity": 4, "max_force_ev_per_a": 0.40, "orbital_gap_ev": [4.855, 4.894], "e_homo_ev": [-14.51, -14.55], "s2": 3.76, "molar_mass_g_mol": 951.2}

---

# 9
{"formula": "C2H3NO4", "method": "ωB97M-V/def2-TZVPD", "species": ["H", "N", "C", "O", "O", "C", "O", "O", "H", "H"], "positions_angstrom": [[-1.217, -1.838, -2.163], [-0.353, -1.492, -1.764], [-0.507, -0.695, -0.816], [-1.656, -0.279, -0.306], [0.678, -0.218, -0.269], [0.733, 0.636, 0.744], [-0.205, 1.119, 1.330], [1.995, 0.896, 1.033], [-1.529, 0.351, 0.439], [2.062, 1.520, 1.772]], "total_energy_ev": -11803.0886, "max_force_ev_per_a": 0.77, "orbital_gap_ev": 10.839, "e_homo_ev": -10.49, "molar_mass_g_mol": 105.0, "smiles": "[H]/N=C(\\O)OC(=O)O"}